A 2-piece molecular cluster, C4H9NO2 overall. Source: the OMol25 dataset; level of theory: ωB97M-V/def2-TZVPD.

Positions of all 16 atoms, in Å:
O 0.692 -1.874 0.869
C 0.416 -0.797 0.399
C -0.916 -0.451 -0.372
C -1.263 0.937 0.179
C -0.333 1.021 1.390
O 0.868 0.399 0.962
H -1.631 -1.224 -0.084
H -0.917 -0.442 -1.473
H -1.005 1.731 -0.532
H -2.316 1.043 0.449
H -0.104 2.031 1.729
H -0.742 0.433 2.223
N 1.724 -0.690 -1.244
H 0.979 -0.534 -1.906
H 2.118 -1.618 -1.328
H 2.429 0.034 -1.263

Computed properties:
Strongest force on any atom, eV/A: 0.68
HOMO energy, eV: -9.35
Charge: 0
HOMO-LUMO gap, eV: 10.2
Structure (SMILES): O=C1CCCO1.N
Relative energy (zero: lowest compared OMol25 entry of this formula, charge and spin), eV: 1.762


A 2-piece molecular cluster, C5H14 overall at a distorted geometry. Source: the OMol25 dataset; level of theory: ωB97M-V/def2-TZVPD.

Positions of all 19 atoms, in Å:
C -0.751 1.541 0.808
C 0.681 1.982 1.076
C 1.479 2.078 2.430
H -1.460 1.538 1.497
H -0.665 0.454 0.335
H -1.214 2.269 0.075
H 1.204 1.276 0.413
H 0.989 2.883 0.547
H 0.752 2.213 3.232
H 1.890 1.078 2.388
H 2.220 2.643 2.589
C -1.307 -2.629 -2.329
C 0.057 -2.510 -1.455
H -1.837 -1.569 -2.202
H -1.063 -2.795 -3.319
H -2.085 -3.257 -2.082
H -0.265 -2.140 -0.472
H 0.714 -1.751 -1.993
H 0.661 -3.304 -1.536

Computed properties:
Strongest force on any atom, eV/A: 9.66
HOMO energy, eV: -10.45
Charge: 0
HOMO-LUMO gap, eV: 11.5
Structure (SMILES): CCC.CC
Relative energy (zero: lowest compared OMol25 entry of this formula, charge and spin), eV: 2.850


H28O18S as an isolated structure at a distorted geometry. Source: the OMol25 dataset; level of theory: ωB97M-V/def2-TZVPD.

Positions of all 47 atoms, in Å:
S 5.038 51.940 28.213
O 4.891 53.160 27.462
O 4.341 52.040 29.488
O 4.348 50.892 27.428
O 6.475 51.816 28.323
O 6.376 54.390 25.858
H 6.267 54.042 24.958
H 5.737 53.900 26.417
O 7.488 49.513 28.938
H 7.203 50.344 28.839
H 6.828 48.868 28.563
O 2.032 49.661 27.697
H 2.737 50.157 27.413
H 2.377 48.773 27.960
O 1.922 51.087 29.825
H 2.874 51.344 29.796
H 1.965 50.431 29.205
O 5.549 54.536 31.031
H 4.639 54.215 30.995
H 6.085 53.940 30.609
O 7.068 49.457 25.675
H 6.529 49.424 24.975
H 6.846 50.239 26.182
O 5.173 48.495 28.104
H 4.735 47.815 27.615
H 4.823 49.481 27.864
O 3.503 53.159 25.083
H 3.965 53.111 25.921
H 2.639 53.674 25.119
O 6.341 51.051 31.176
H 6.828 50.688 30.514
H 5.509 51.449 30.690
O 3.584 55.144 27.992
H 4.293 54.351 27.859
H 3.640 55.174 28.837
O 8.362 52.168 26.627
H 8.063 53.030 26.330
H 7.630 51.807 27.102
O 7.427 53.392 29.362
H 7.574 54.112 28.805
H 7.128 52.454 28.990
O 3.584 50.367 25.120
H 3.887 50.331 26.100
H 3.468 51.318 24.813
O 3.257 53.761 31.082
H 3.709 53.140 30.526
H 2.382 53.692 30.791

Computed properties:
Strongest force on any atom, eV/A: 9.31
HOMO energy, eV: -3.90
Charge: -2
HOMO-LUMO gap, eV: 8.8
Relative energy (zero: lowest compared OMol25 entry of this formula, charge and spin), eV: 6.688


One molecule with the formula C4H10N4 at a distorted geometry. Source: the OMol25 dataset; level of theory: ωB97M-V/def2-TZVPD.

Positions of all 18 atoms, in Å:
C -1.700 0.910 0.412
C -1.262 -1.381 -0.361
N -0.760 -0.218 0.382
N 1.243 -0.083 1.200
C 0.655 0.173 0.001
C 0.908 0.677 -1.215
N 2.528 -0.052 1.542
N 3.464 0.006 0.722
H -0.304 -0.466 1.402
H 3.155 0.049 -0.266
H -1.265 1.714 1.004
H -1.881 1.274 -0.600
H -1.410 -1.117 -1.409
H -0.530 -2.183 -0.300
H -2.642 0.593 0.859
H -2.207 -1.714 0.068
H 0.118 0.810 -1.938
H 1.890 1.006 -1.505

Computed properties:
Strongest force on any atom, eV/A: 1.41
HOMO energy, eV: -7.81
Charge: 0
HOMO-LUMO gap, eV: 8.2
Relative energy (zero: lowest compared OMol25 entry of this formula, charge and spin), eV: 4.693